DFT (ωB97M-V/def2-TZVPD) results for a molecular structure, C8H10CoN2O in a non-equilibrium geometry.

For the energy above the lowest of the compared OMol25 structures with the same formula, charge and spin, the calculation gives 0.000 eV. As for the charge: -2. The value obtained for the frontier orbital gap (alpha / beta) is 4.489 / 5.317 eV. The HOMO energy (alpha / beta) is 1.875 / 1.037 eV. Its spin multiplicity is 4.

```
22
Properties=species:S:1:pos:R:3:forces:R:3:lowdin_charge:R:1
C -0.844 0.908 -1.634 1.68 2.09 -0.08 -0.22
C 0.560 0.779 -1.949 -1.10 1.69 0.68 -0.23
C 1.310 1.556 -0.990 -1.47 0.57 -0.57 -0.22
C 0.376 2.228 -0.109 -0.81 -0.87 -1.94 -0.22
C -0.966 1.818 -0.498 1.90 0.27 -1.59 -0.22
Co 0.021 -0.157 0.321 0.18 2.95 -0.85 0.27
N -1.570 -1.114 0.463 -0.62 -0.95 -1.37 -0.19
C -0.287 -2.154 0.290 -0.87 -2.57 0.02 -0.42
C 0.890 -1.624 -0.586 0.51 -1.27 0.17 -0.29
H 2.379 1.716 -1.015 0.05 -0.20 0.20 0.05
H 0.968 0.212 -2.783 -0.04 -0.05 0.42 0.06
H 0.616 3.036 0.570 0.01 -0.38 0.29 0.06
H -1.879 2.322 -0.217 -0.09 -0.33 0.42 0.06
H -1.654 0.605 -2.284 -0.03 -0.44 0.37 0.06
H 0.859 -1.907 -1.655 -0.37 0.28 0.48 0.00
H -0.871 -2.849 -0.303 0.29 -0.57 -0.04 0.03
H -2.168 -0.978 1.290 1.27 -0.89 0.51 -0.06
H 1.939 -1.756 -0.238 -0.67 -0.30 0.30 0.00
H 0.139 -2.710 1.157 -0.68 0.61 0.02 0.06
O -0.031 -0.009 4.598 -0.38 -0.08 0.90 -0.10
C 0.023 0.007 3.393 1.32 0.41 -5.02 -0.53
N 0.191 0.070 2.180 -0.06 0.04 6.67 0.03
```
Forces are in eV/Å.

***

DFT (ωB97M-V/def2-TZVPD) results for a molecular structure, C2H5N3S2 in a non-equilibrium geometry.

For the energy above the lowest of the compared OMol25 structures with the same formula, charge and spin, the calculation gives 3.554 eV. The value obtained for the frontier orbital gap is 8.556 eV. The HOMO energy is -8.871 eV.

```
12
Properties=species:S:1:pos:R:3:forces:R:3:lowdin_charge:R:1
C -0.404 0.807 1.466 -1.93 -1.19 -0.61 -0.29
C 1.294 -0.472 -1.814 -0.33 -0.30 0.05 -1.11
H -0.822 -0.983 0.204 -1.29 0.06 -0.39 0.06
H -2.598 -0.956 0.113 1.90 1.00 0.37 0.11
H -0.173 1.447 2.263 0.17 0.78 1.01 0.08
H 1.658 0.552 1.047 -1.11 -0.21 0.79 0.08
H 1.212 -1.320 -1.138 0.44 -0.88 -0.63 0.02
N -1.689 -0.402 0.160 -1.29 -1.25 0.50 -0.06
N -1.662 0.442 1.286 3.53 0.20 -1.12 -0.03
N 0.717 0.295 0.718 0.40 0.27 -0.31 -0.34
S 0.839 0.849 -0.923 -0.67 2.12 0.36 0.88
S 1.629 -0.259 -3.383 0.17 -0.59 -0.01 0.59
```
Forces are in eV/Å.

***

DFT (ωB97M-V/def2-TZVPD) results for a gas-phase ion, C7H8F3O3 (charge -1) in a non-equilibrium geometry.

For the energy above the lowest of the compared OMol25 structures with the same formula, charge and spin, the calculation gives 2.463 eV. As for the charge: -1. The value obtained for the frontier orbital gap (alpha / beta) is 5.202 / 5.201 eV. The HOMO energy (alpha / beta) is -2.083 / -2.083 eV.

```
21
Properties=species:S:1:pos:R:3:forces:R:3:lowdin_charge:R:1
C 0.883 -1.294 -0.104 -2.47 -1.13 0.09 0.00
C -0.328 -1.849 -0.005 0.55 -0.52 -0.01 -0.37
C 1.227 0.072 -0.079 1.60 4.77 -0.23 -0.51
C -0.481 -3.275 -0.302 0.77 -2.78 -3.18 -0.10
C -1.539 -1.176 0.418 -1.47 2.96 2.18 -0.07
C 0.689 2.445 0.686 0.66 0.01 1.19 -0.33
C -0.269 3.252 -0.034 2.21 0.66 0.27 -0.60
O 0.404 1.005 0.413 -0.47 -1.12 -0.07 0.00
O 2.307 0.419 -0.559 0.31 -0.63 -0.24 0.04
O 1.988 2.911 0.663 1.54 -0.17 -2.76 -0.08
F -1.479 2.822 0.121 -2.39 -0.72 -0.49 0.14
F -0.025 3.334 -1.438 -0.57 0.48 0.10 0.01
F -0.283 4.582 0.398 0.32 -0.88 -0.75 0.05
H 1.602 -1.911 -0.532 1.55 -0.84 -0.31 0.10
H -0.987 -3.461 -1.342 1.12 0.63 1.33 0.12
H 0.422 -3.953 -0.258 -0.15 1.38 -0.56 0.09
H -1.088 -3.937 0.236 -1.66 0.03 1.83 0.04
H -1.381 -1.095 1.545 -0.16 0.64 -1.07 0.12
H -1.656 -0.065 0.004 0.11 -2.54 0.97 0.13
H -2.480 -1.757 0.470 0.48 0.14 -1.05 0.07
H 2.475 2.929 -0.301 -1.88 -0.35 2.75 0.15
```
Forces are in eV/Å.

***

DFT (ωB97M-V/def2-TZVPD) results for a molecular structure, C4H4OS2 in a non-equilibrium geometry.

For the energy above the lowest of the compared OMol25 structures with the same formula, charge and spin, the calculation gives 4.367 eV. The value obtained for the frontier orbital gap is 8.534 eV. The HOMO energy is -9.135 eV.

```
11
Properties=species:S:1:pos:R:3:forces:R:3:lowdin_charge:R:1
C 0.760 0.920 -1.059 2.15 -1.27 -4.49 -0.06
C 0.120 0.147 0.166 2.27 2.11 0.08 -0.43
C -0.166 -1.324 -0.124 3.57 -1.46 1.06 -0.40
C -1.205 0.409 1.158 2.80 1.89 -2.20 -1.19
H 0.500 2.128 -0.979 1.20 -2.98 -0.71 0.16
H 1.021 0.474 0.900 -1.63 -1.39 -1.20 0.18
H 0.933 -1.931 0.309 -3.93 1.17 -0.77 0.18
H -0.204 -1.684 -1.199 -0.47 0.88 1.35 0.09
O 1.540 0.303 -2.087 -5.54 4.21 7.34 -0.13
S -1.735 -1.138 0.860 -0.23 -2.65 -0.26 0.94
S -1.565 1.697 2.055 -0.20 -0.52 -0.19 0.66
```
Forces are in eV/Å.

***

DFT (ωB97M-V/def2-TZVPD) results for a gas-phase ion, CH3O4S (charge -1) in a non-equilibrium geometry.

For the energy above the lowest of the compared OMol25 structures with the same formula, charge and spin, the calculation gives 0.835 eV. As for the charge: -1. The value obtained for the frontier orbital gap is 8.450 eV. The HOMO energy is -4.317 eV.

```
9
Properties=species:S:1:pos:R:3:forces:R:3:lowdin_charge:R:1
C 0.984 0.461 -0.211 -0.55 1.20 0.04 -0.46
O -0.139 0.604 -0.978 -2.07 -1.05 -0.16 -0.38
O -1.401 -1.499 0.182 0.55 1.18 -0.18 -0.54
O 1.399 -0.858 -0.023 0.18 -0.13 0.04 -0.07
O -2.073 0.716 0.954 0.75 0.30 0.11 -0.52
S -1.725 -0.089 -0.221 -0.62 -0.82 -0.86 0.72
H 1.704 1.009 -0.856 0.48 -0.14 1.30 0.12
H 0.655 0.880 0.776 1.27 0.26 -0.24 0.11
H 0.597 -1.224 0.377 -0.01 -0.80 -0.05 0.03
```
Forces are in eV/Å.

***

DFT (ωB97M-V/def2-TZVPD) results for a molecular structure, C22H42N8S3SbY in a non-equilibrium geometry.

As for the charge: -1. The value obtained for the frontier orbital gap (alpha / beta) is 5.262 / 6.542 eV. The HOMO energy (alpha / beta) is -2.746 / -4.031 eV. Its spin multiplicity is 2.

```
77
Properties=species:S:1:pos:R:3:forces:R:3:lowdin_charge:R:1
Y -0.130 0.253 -0.748 -0.28 -0.01 0.03 0.78
N 1.835 1.680 -0.160 0.48 -0.07 -0.65 -0.09
C 1.534 3.096 -0.056 0.04 0.57 0.40 -0.25
C 0.664 3.434 1.165 0.27 -0.24 -0.29 -0.18
N -0.493 2.554 1.286 -0.18 0.09 0.33 -0.20
C -1.758 3.190 0.974 -0.03 0.00 -0.40 -0.20
C -1.873 3.431 -0.538 -0.03 0.21 0.33 -0.24
N -1.729 2.166 -1.247 -0.28 0.28 0.04 -0.13
C -0.488 1.827 2.554 0.27 -0.19 -0.02 -0.19
C 0.632 0.763 2.505 -0.50 0.16 -0.10 -0.30
N 0.431 -0.125 1.389 -2.64 1.38 2.11 -0.30
H 2.474 1.279 0.518 -0.11 0.29 0.19 0.08
H 2.233 1.525 -1.090 0.10 -0.05 0.14 -0.02
H 1.009 3.339 -0.981 -0.04 0.11 0.00 0.07
H 2.424 3.746 -0.010 -0.04 -0.17 -0.07 0.11
H 0.373 4.492 1.120 -0.08 -0.03 -0.07 0.12
H 1.278 3.330 2.064 -0.01 0.04 -0.01 0.11
H -1.917 4.128 1.537 0.03 -0.01 -0.09 0.12
H -2.561 2.502 1.255 0.02 -0.01 0.07 0.11
H -1.081 4.107 -0.867 -0.02 0.01 0.03 0.10
H -2.827 3.932 -0.755 0.10 -0.04 0.02 0.11
H -1.295 2.271 -2.167 -0.05 0.01 0.02 -0.02
H -2.616 1.707 -1.429 0.01 0.06 -0.01 0.01
H -1.436 1.290 2.635 -0.02 -0.01 0.02 0.10
H -0.418 2.510 3.423 0.11 -0.02 -0.09 0.12
H 0.691 0.252 3.482 -0.11 0.04 -0.07 0.11
H 1.599 1.272 2.404 0.10 0.07 0.08 0.09
H -0.197 -0.858 1.698 0.11 -0.12 -0.11 -0.01
H 1.688 -0.742 1.026 1.18 -0.61 0.54 -0.07
S -1.947 -0.387 -2.743 -0.76 -0.60 0.02 -0.26
Sb -0.006 -0.514 -4.067 0.00 -0.27 -0.54 0.26
S 1.022 -2.134 -0.689 0.61 -0.17 0.09 0.43
S 0.933 1.391 -3.051 0.62 0.57 -0.11 -0.26
C -1.910 -2.463 1.921 0.17 0.28 0.14 -0.21
N -2.256 -1.795 0.659 -0.15 0.01 -0.04 -0.10
C -3.551 -1.143 0.838 -0.11 0.17 -0.13 -0.19
N -4.607 -2.078 1.240 -0.13 0.16 0.08 -0.09
C -4.192 -2.723 2.485 -0.09 0.04 0.08 -0.19
N -2.922 -3.424 2.348 0.05 -0.17 0.22 -0.09
C -3.063 -4.429 1.293 -0.04 -0.06 -0.02 -0.18
N -3.443 -3.822 0.022 -0.04 -0.32 0.03 -0.09
C -2.414 -2.856 -0.354 0.08 0.09 -0.37 -0.23
C -4.700 -3.112 0.207 -0.14 -0.03 -0.08 -0.18
H -1.819 -1.703 2.711 0.08 -0.08 -0.11 0.12
H -0.954 -2.973 1.788 0.01 0.04 0.00 0.10
H -3.847 -0.679 -0.108 0.08 0.00 0.03 0.11
H -3.457 -0.366 1.605 0.00 -0.03 -0.01 0.12
H -4.965 -3.436 2.789 0.04 0.03 -0.02 0.12
H -4.096 -1.959 3.265 0.00 -0.04 -0.05 0.12
H -3.829 -5.150 1.593 0.03 0.00 0.00 0.12
H -2.108 -4.947 1.174 -0.04 0.01 -0.02 0.13
H -2.685 -2.395 -1.307 0.11 -0.04 0.12 0.03
H -1.451 -3.357 -0.465 -0.04 0.02 -0.03 0.08
H -5.479 -3.824 0.496 0.02 0.02 -0.02 0.12
H -4.985 -2.638 -0.736 0.02 -0.03 0.01 0.13
C 4.364 -1.737 1.845 -0.15 -0.08 -0.08 -0.05
C 3.269 -2.487 1.049 0.27 0.41 0.08 -0.57
C 3.949 -3.300 -0.055 0.05 0.20 -0.03 -0.09
C 2.357 -1.409 0.426 0.89 -1.63 -1.79 -0.55
C 2.563 -3.400 2.035 -0.20 -0.22 0.12 -0.17
C 2.950 -4.727 2.221 0.06 0.10 -0.22 -0.04
C 2.326 -5.541 3.149 0.10 -0.27 0.03 -0.10
C 1.297 -5.057 3.931 -0.15 -0.11 0.20 -0.11
C 0.907 -3.738 3.778 -0.10 -0.01 0.12 -0.09
C 1.532 -2.931 2.848 0.22 0.09 -0.08 -0.04
H 4.922 -1.077 1.180 0.07 0.05 -0.10 0.08
H 5.064 -2.438 2.304 0.04 -0.02 0.04 0.08
H 3.918 -1.127 2.631 -0.04 0.01 0.07 0.08
H 4.398 -2.616 -0.778 -0.01 0.02 -0.02 0.08
H 3.219 -3.906 -0.585 -0.01 -0.08 -0.03 0.06
H 4.747 -3.928 0.341 0.06 -0.08 -0.02 0.07
H 2.986 -0.825 -0.259 0.23 -0.03 0.13 0.05
H 3.739 -5.152 1.618 0.02 0.00 -0.03 0.10
H 2.645 -6.572 3.253 0.01 -0.01 0.00 0.09
H 0.801 -5.697 4.650 0.00 -0.01 0.00 0.09
H 0.096 -3.346 4.379 -0.03 0.05 0.00 0.10
H 1.218 -1.910 2.738 -0.09 0.29 -0.08 0.08
```
Forces are in eV/Å.

***

The calculated total energy results, record by record, are as follows: -1878.13546, -1039.75277, -796.78906, -1026.25409, -739.09468, -2774.86517 a.u..